This record from the Open Molecules 2025 dataset describes a structure of composition C4H9N at a distorted geometry. The level of theory is ωB97M-V/def2-TZVPD.

Cartesian coordinates (Å):
C  -0.662  -0.985  1.462
N  1.238  1.549  -0.658
C  0.594  0.304  -0.182
C  -0.430  0.438  0.942
C  -0.163  -0.205  -1.495
H  -0.797  1.465  0.964
H  -0.033  -1.742  1.003
H  -0.477  -0.924  2.527
H  1.471  1.936  0.263
H  1.332  -0.505  -0.100
H  -1.424  -0.389  0.682
H  -1.189  -0.382  -1.234
H  0.411  -1.058  -1.904
H  0.129  0.500  -2.270

Summary:
* charge: 0
* total energy: -5775.62065 eV
* HOMO-LUMO gap: 5.3 eV
* relative energy (zero: lowest compared OMol25 entry of this formula, charge and spin): 188.9 kcal per mole


This record from the Open Molecules 2025 dataset describes a structure of composition C6H14O. The level of theory is ωB97M-V/def2-TZVPD.

Cartesian coordinates (Å):
C  -3.389  0.004  -0.519
C  -2.248  -0.346  0.432
C  -0.872  -0.147  -0.200
C  0.278  -0.469  0.761
C  1.615  -0.336  0.115
O  2.554  0.267  0.778
C  3.745  0.550  0.282
H  -4.367  -0.134  -0.044
H  -3.356  -0.623  -1.418
H  -3.317  1.048  -0.845
H  -2.322  0.269  1.339
H  -2.348  -1.390  0.761
H  -0.786  -0.778  -1.096
H  -0.766  0.890  -0.543
H  0.141  -1.491  1.149
H  0.249  0.203  1.626
H  1.925  -0.982  -0.704
H  1.983  1.146  -1.273
H  4.169  -0.140  -0.442
H  4.381  1.062  0.989
H  2.729  1.396  -1.149

Summary:
* charge: 0
* total energy: -8492.36049 eV
* HOMO-LUMO gap (alpha / beta): 8.2 / 8.2 eV
* relative energy (zero: lowest compared OMol25 entry of this formula, charge and spin): 104.5 kcal per mole


This record from the Open Molecules 2025 dataset describes the molecule C17H10O4 at a distorted geometry. The level of theory is ωB97M-V/def2-TZVPD.

Cartesian coordinates (Å):
C  3.685  -3.156  -3.293
C  4.557  -3.057  -2.203
C  4.182  -2.279  -1.084
C  2.920  -1.665  -1.109
C  2.075  -1.767  -2.180
C  2.443  -2.519  -3.303
O  0.907  -1.085  -1.958
C  1.070  -0.583  -0.604
O  2.385  -0.834  -0.164
O  0.896  0.849  -0.595
C  -0.179  1.021  0.183
C  -0.863  2.252  0.435
C  -2.037  2.227  1.232
C  -2.740  3.429  1.464
C  -3.845  3.436  2.319
C  -4.281  2.223  2.881
C  -3.680  1.028  2.565
C  -2.510  1.007  1.781
C  -1.796  -0.181  1.491
C  -0.619  -0.162  0.724
O  0.118  -1.211  0.285
H  3.926  -3.777  -4.152
H  5.530  -3.496  -2.197
H  4.864  -2.096  -0.256
H  1.786  -2.611  -4.145
H  -0.526  3.180  0.012
H  -2.436  4.329  0.979
H  -4.383  4.335  2.562
H  -5.159  2.199  3.514
H  -4.126  0.109  2.945
H  -2.163  -1.145  1.872

Summary:
* charge: 0
* total energy: -25980.56066 eV
* HOMO-LUMO gap: 8.5 eV


This record from the Open Molecules 2025 dataset describes a cluster of 4 separate species, C32H37N4O6PS in total at a distorted geometry. The level of theory is ωB97M-V/def2-TZVPD.

Cartesian coordinates (Å):
C  -0.764  -3.343  2.381
C  -1.551  -2.163  2.510
C  -1.041  -0.938  1.688
C  -0.132  0.091  2.240
C  0.272  -0.087  3.736
N  1.702  -0.392  3.974
C  0.321  1.213  1.366
P  1.469  2.458  2.174
S  3.310  1.857  2.371
C  -0.148  1.334  -0.041
C  0.293  2.522  -0.940
C  1.406  2.179  -1.993
C  2.840  1.872  -1.345
O  3.910  2.669  -1.874
C  3.767  4.014  -1.553
C  3.709  4.987  -2.791
O  3.652  4.442  -0.437
C  -1.075  0.298  -0.526
C  -1.513  -0.839  0.316
C  -2.510  -1.870  -0.320
O  -2.478  -3.059  -0.126
C  -3.554  -1.232  -1.297
C  -4.994  -1.810  -1.280
C  -5.779  -1.004  -0.178
O  -5.146  -0.443  0.690
O  -7.147  -0.913  -0.173
C  -3.146  -0.194  -2.067
C  -1.677  0.338  -1.971
O  -1.076  0.709  -2.948
H  0.177  -3.503  2.977
H  -1.048  -4.142  1.641
H  -2.482  -2.116  3.132
H  -0.334  -0.848  4.288
H  0.056  0.902  4.242
H  2.190  -0.674  3.128
H  2.107  0.439  4.394
H  0.957  2.655  3.503
H  1.477  3.727  1.534
H  -0.574  3.018  -1.460
H  0.719  3.317  -0.264
H  1.495  3.083  -2.664
H  1.170  1.324  -2.667
H  2.703  1.951  -0.238
H  3.095  0.802  -1.570
H  2.658  4.881  -3.185
H  4.395  4.629  -3.607
H  3.935  6.038  -2.507
H  -4.911  -2.858  -0.868
H  -5.505  -1.826  -2.270
H  -7.349  -0.182  0.445
H  -3.883  0.291  -2.751
C  3.805  -1.911  -5.528
C  4.257  -0.570  -5.629
C  3.211  0.242  -5.273
N  2.143  -0.558  -4.966
C  2.499  -1.872  -5.113
H  4.374  -2.804  -5.735
H  5.239  -0.237  -5.927
H  3.132  1.315  -5.212
H  1.237  -0.231  -4.675
H  1.793  -2.662  -4.912
C  -2.873  2.995  6.901
C  -2.183  4.111  6.365
C  -1.816  3.788  5.084
N  -2.254  2.516  4.827
C  -2.904  2.029  5.929
H  -3.300  2.910  7.888
H  -1.979  5.047  6.862
H  -1.281  4.351  4.335
H  -2.120  2.018  3.964
H  -3.330  1.038  5.926
C  1.477  -6.488  -1.440
C  1.931  -5.146  -1.502
C  0.880  -4.343  -1.140
N  -0.192  -5.149  -0.865
C  0.166  -6.458  -1.041
H  2.048  -7.376  -1.662
H  2.916  -4.807  -1.781
H  0.801  -3.270  -1.054
H  -1.102  -4.827  -0.577
H  -0.543  -7.252  -0.868

Summary:
* charge: 0
* total energy: -72146.27131 eV
* HOMO-LUMO gap: 6.3 eV


This record from the Open Molecules 2025 dataset describes a cluster of 3 separate species, C5H12O in total. The level of theory is ωB97M-V/def2-TZVPD.

Cartesian coordinates (Å):
C  -1.097  1.010  0.363
C  -0.007  1.576  -0.147
C  1.306  1.627  0.583
H  -2.055  1.007  -0.148
H  -1.058  0.519  1.332
H  -0.066  2.069  -1.119
H  1.401  0.780  1.271
H  2.171  1.606  -0.087
H  1.356  2.552  1.167
C  0.870  -0.599  -1.581
O  1.590  -1.133  -0.773
H  1.246  0.198  -2.249
H  -0.194  -0.869  -1.707
C  -1.093  -2.066  0.618
H  -1.119  -3.154  0.562
H  -1.832  -1.648  -0.072
H  -1.332  -1.741  1.634
H  -0.087  -1.733  0.354

Summary:
* charge: 0
* total energy: -7425.24828 eV
* HOMO-LUMO gap: 10.6 eV
* relative energy (zero: lowest compared OMol25 entry of this formula, charge and spin): 47.6 kcal per mole


This record from the Open Molecules 2025 dataset describes a structure of composition C5H15N2OP at a distorted geometry. The level of theory is ωB97M-V/def2-TZVPD.

Cartesian coordinates (Å):
C  -1.728  1.541  1.162
C  -1.926  -1.552  -0.817
C  3.301  0.780  -1.014
C  -0.625  0.852  0.330
C  -1.322  -1.425  0.588
N  2.625  -0.104  -0.082
N  -0.301  -0.497  0.824
O  1.747  -2.237  1.044
P  1.549  -1.254  -0.332
H  -2.573  0.893  1.244
H  -1.195  1.689  2.110
H  -2.062  2.514  0.590
H  -1.006  -2.052  -1.398
H  -2.856  -2.090  -0.901
H  -2.160  -0.544  -1.288
H  2.540  1.184  -1.762
H  3.532  1.673  -0.486
H  4.249  0.435  -1.663
H  -1.001  0.801  -0.767
H  0.251  1.481  0.412
H  -2.153  -1.359  1.375
H  -1.003  -2.482  0.936
H  2.651  0.251  0.837
H  0.903  -2.096  1.523

Summary:
* charge: 0
* total energy: -19742.70279 eV
* HOMO-LUMO gap: 8.6 eV
* relative energy (zero: lowest compared OMol25 entry of this formula, charge and spin): 50.6 kcal per mole


This record from the Open Molecules 2025 dataset describes a cluster of 2 separate species, C6H7N7O5 in total at a distorted geometry. The level of theory is ωB97M-V/def2-TZVPD.

Cartesian coordinates (Å):
O  3.051  1.398  1.024
N  2.531  0.302  1.286
O  3.212  -0.722  1.604
C  1.110  0.112  1.241
C  0.234  1.204  1.054
C  -1.139  1.008  1.019
N  -2.058  2.140  0.977
O  -3.286  1.966  1.006
O  -1.531  3.278  0.927
C  -1.650  -0.337  1.072
N  -2.865  -0.909  0.948
N  -2.664  -2.247  1.058
N  -1.402  -2.543  1.236
N  -0.723  -1.354  1.251
C  0.635  -1.187  1.434
H  0.648  2.202  0.940
H  1.234  -2.087  1.381
C  1.175  -1.388  4.715
N  1.986  -2.088  3.787
O  1.326  -3.304  3.443
H  1.707  -0.477  4.998
H  0.191  -1.135  4.304
H  1.040  -2.015  5.604
H  2.335  -1.603  2.959
H  2.059  -3.942  3.371

Summary:
* charge: 0
* total energy: -26993.52159 eV
* HOMO-LUMO gap: 6.8 eV
* relative energy (zero: lowest compared OMol25 entry of this formula, charge and spin): 0.0 kcal per mole


This record from the Open Molecules 2025 dataset describes the molecule C6H5I2P at a distorted geometry. The level of theory is ωB97M-V/def2-TZVPD.

Cartesian coordinates (Å):
I  1.670  -0.756  -4.508
P  0.978  1.061  -3.140
I  3.707  2.368  -2.657
C  0.466  0.390  -1.505
C  -0.426  1.226  -0.864
C  -0.972  0.906  0.335
C  -0.552  -0.316  0.843
C  0.285  -1.205  0.234
C  0.804  -0.915  -1.035
H  -0.739  2.201  -1.477
H  -1.613  1.690  0.811
H  -1.059  -0.639  1.794
H  0.294  -2.146  0.633
H  1.568  -1.438  -1.586

Summary:
* charge: 0
* total energy: -31792.48506 eV
* HOMO-LUMO gap (alpha / beta): 6.8 / 6.8 eV


- Which value of charge does entry 1 give?
  0